--- w ---
C3H3ClO2 | wB97M-V/def2-TZVPD

Geometry as ORCA input:
```
! RIJCOSX wB97M-V def2-TZVPD def2/J DEFGRID3
* xyz 0 1
C -0.866 -0.826 -0.279
C -0.867 0.495 -0.593
C 1.030 0.461 0.685
O -0.034 -1.387 0.478
O 0.034 1.221 0.251
Cl 2.409 -0.010 -0.351
H -1.648 -1.528 -0.637
H -1.517 0.891 -1.207
H 1.459 0.683 1.653
*
```

Orbital gap (spin up / spin down)   0.288 / 0.288 Ha
HOMO level (spin up / spin down)   -8.39 / -8.39 eV
LUMO (spin up / spin down)   -0.56 / -0.56 eV
M   106.5 g mol⁻¹



--- x ---
C3H3ClO2 | wB97M-V/def2-TZVPD

Geometry as ORCA input:
```
! RIJCOSX wB97M-V def2-TZVPD def2/J DEFGRID3
* xyz 0 1
C -1.392 0.387 -0.319
C -1.545 -0.888 -0.249
O -1.387 -2.067 -0.224
H -1.750 1.058 0.406
H -1.031 0.800 -1.142
O 1.737 -0.158 1.657
C 1.785 0.278 0.558
Cl 2.067 -0.646 -0.852
H 1.515 1.237 0.164
*
```

Orbital gap   0.380 Ha
HOMO level   -9.72 eV
LUMO   0.62 eV
Structure (SMILES)   C=C=O.O=CCl
M   106.5 g mol⁻¹



--- y ---
C3H3ClO2 | wB97M-V/def2-TZVPD

Geometry as ORCA input:
```
! RIJCOSX wB97M-V def2-TZVPD def2/J DEFGRID3
* xyz 0 1
C -0.553 -0.953 0.461
C 1.684 0.521 0.670
C -1.138 0.008 -0.550
O -0.902 -2.047 0.834
O 1.560 1.521 1.346
Cl 2.889 0.190 -0.605
H -1.190 0.931 -0.084
H -2.097 -0.363 -0.978
H -0.252 0.191 -1.095
*
```

Orbital gap (spin up / spin down)   0.319 / 0.263 Ha
HOMO level (spin up / spin down)   -9.10 / -8.41 eV
LUMO (spin up / spin down)   -0.43 / -1.25 eV
M   106.5 g mol⁻¹



From most stable to least stable, the computed energies give x, y, w.



--- w ---
C2HNO3 | wB97M-V/def2-TZVPD

Geometry as ORCA input:
```
! RIJCOSX wB97M-V def2-TZVPD def2/J DEFGRID3
* xyz 0 1
O 2.221 -0.809 -0.145
C 1.321 -0.070 -0.098
N 0.778 0.984 0.111
O -0.585 1.123 0.024
C -1.138 -0.104 0.041
O -2.279 -0.324 -0.203
H -0.318 -0.800 0.270
*
```

Orbital gap   0.386 Ha
HOMO level   -10.95 eV
LUMO   -0.46 eV
Structure (SMILES)   O=C=NOC=O
M   87.0 g mol⁻¹



--- x ---
C2HNO3 | wB97M-V/def2-TZVPD

Geometry as ORCA input:
```
! RIJCOSX wB97M-V def2-TZVPD def2/J DEFGRID3
* xyz 0 1
O -0.258 1.549 -0.091
C -0.852 0.526 0.013
C 0.218 -0.914 0.025
O -0.097 -2.032 -0.110
N 1.319 -0.253 0.054
O 1.503 0.926 -0.067
H -1.833 0.199 0.176
*
```

Orbital gap (spin up / spin down)   0.276 / 0.276 Ha
HOMO level (spin up / spin down)   -8.74 / -8.74 eV
LUMO (spin up / spin down)   -1.23 / -1.24 eV
Structure (SMILES)   O=CC(=O)N=O
M   87.0 g mol⁻¹



From most stable to least stable, the computed energies give w, x.



--- w ---
C6H15NO | wB97M-V/def2-TZVPD

Geometry as ORCA input:
```
! RIJCOSX wB97M-V def2-TZVPD def2/J DEFGRID3
* xyz 0 1
C -1.170 1.515 1.600
C -1.332 1.346 0.058
C 0.011 1.714 -0.611
C 1.139 0.779 -0.373
C 1.108 -0.514 -0.764
C 1.942 -1.567 -0.086
N 0.177 -0.983 -1.741
H -0.485 0.775 1.941
H -0.748 2.508 1.798
H -2.180 1.532 1.989
H -1.671 0.320 -0.252
H -2.046 2.091 -0.253
H 0.423 2.711 -0.168
H -0.095 1.677 -1.706
H 1.694 1.064 0.523
H 1.544 -1.588 0.951
H 2.991 -1.310 0.090
H 2.064 -2.523 -0.597
H -0.477 -1.664 -1.344
H -0.405 -0.190 -1.993
O -0.867 -2.166 0.294
H -0.069 -2.682 0.468
H -1.547 -2.846 0.175
*
```

Orbital gap   0.301 Ha
HOMO level   -7.71 eV
LUMO   0.49 eV
Structure (SMILES)   CCC/C=C(/C)N.O
M   117.2 g mol⁻¹



--- x ---
C6H15NO | wB97M-V/def2-TZVPD

Geometry as ORCA input:
```
! RIJCOSX wB97M-V def2-TZVPD def2/J DEFGRID3
* xyz 0 1
C 0.075 0.413 -0.362
C 1.873 1.108 0.201
C -1.807 -1.059 0.662
C 0.304 -0.484 -1.556
C 2.944 0.060 0.345
C -3.001 -0.166 0.476
N -0.229 -0.039 0.884
O -0.660 1.510 -0.732
H -1.018 1.862 0.100
H 0.418 -0.765 1.174
H 1.719 1.705 1.100
H 2.036 1.782 -0.641
H -1.803 -1.566 1.626
H -1.677 -1.806 -0.121
H 0.763 -1.429 -1.262
H -0.636 -0.686 -2.073
H 0.961 0.020 -2.270
H 3.055 -0.534 -0.568
H 3.929 0.508 0.542
H 2.738 -0.625 1.174
H -3.033 0.273 -0.525
H -3.008 0.639 1.218
H -3.942 -0.720 0.607
*
```

Orbital gap   0.319 Ha
HOMO level   -7.68 eV
LUMO   0.99 eV
M   117.2 g mol⁻¹



From most stable to least stable, the computed energies give w, x.



--- w ---
C6H15NO | wB97M-V/def2-TZVPD

Geometry as ORCA input:
```
! RIJCOSX wB97M-V def2-TZVPD def2/J DEFGRID3
* xyz 0 1
C -0.060 0.161 -0.274
C -0.045 -0.784 0.799
C 1.829 -0.388 -0.830
C -0.870 -0.161 -1.511
C 0.079 1.643 -0.006
C -1.999 -0.298 1.274
N 0.727 -0.637 1.944
O 2.120 0.249 -2.053
H 2.321 -0.430 -2.711
H -0.141 -1.823 0.496
H 0.336 -0.930 2.828
H 1.193 0.245 2.104
H 1.965 -1.471 -0.884
H 2.459 0.052 -0.059
H -0.372 0.246 -2.395
H -0.997 -1.238 -1.641
H -1.861 0.297 -1.464
H 0.636 1.868 0.905
H 0.609 2.115 -0.839
H -0.903 2.112 0.080
H -1.969 -0.135 2.353
H -2.505 -1.234 1.035
H -2.551 0.539 0.847
*
```

Orbital gap   0.291 Ha
HOMO level   -7.09 eV
LUMO   0.82 eV
M   117.2 g mol⁻¹



--- x ---
C6H15NO | wB97M-V/def2-TZVPD

Geometry as ORCA input:
```
! RIJCOSX wB97M-V def2-TZVPD def2/J DEFGRID3
* xyz 0 1
C 1.173 -2.642 -0.085
C 0.272 -1.494 0.276
C -0.283 -0.642 -0.583
C -0.081 -0.701 -2.065
C -1.190 0.452 -0.111
C -0.405 1.797 0.231
N -0.762 2.910 -0.609
H 1.618 -2.509 -1.068
H 1.961 -2.797 0.642
H 0.635 -3.594 -0.142
H 0.089 -1.433 1.336
H -0.314 0.251 -2.545
H 0.844 -1.181 -2.383
H -0.829 -1.349 -2.563
H -1.982 0.737 -0.809
H -1.750 0.137 0.770
H -0.559 2.039 1.274
H 0.616 1.467 0.061
H -0.120 3.216 -1.314
H -1.244 3.657 -0.139
O 0.665 0.779 3.554
H 1.391 0.953 2.948
H 0.253 -0.056 3.324
*
```

Orbital gap   0.345 Ha
HOMO level   -8.54 eV
LUMO   0.85 eV
Structure (SMILES)   C/C=C(\C)CCN.O
M   117.2 g mol⁻¹



From most stable to least stable, the computed energies give x, w.